Record 1
The following is a DFT calculation (ωB97M-V with the def2-TZVPD basis set) of an isolated molecule of C5H8O2 at a distorted geometry.

Each line ends with the Mulliken charge.
Atoms and positions in Å:
1 O 2.0634 0.1206 -0.6371  -0.5471
2 C 1.1158 0.2788 0.3931  0.0380
3 C 0.0184 1.2896 0.0021  -0.9901
4 C -1.0232 0.1518 0.0071  0.7045
5 O -2.2545 0.4112 0.5803  -0.5663
6 C -0.7260 -0.9226 -0.9501  -0.7719
7 C 0.0383 -0.7598 0.5042  -0.4446
8 H 2.6508 -0.6108 -0.4111  0.3174
9 H 1.5899 0.4604 1.3627  0.3537
10 H -0.1809 1.9779 0.8268  0.3093
11 H 0.1877 1.8429 -0.9231  0.2900
12 H -2.8704 -0.2325 0.2118  0.3468
13 H -0.3571 -1.8889 -0.5000  0.3049
14 H -0.0862 -0.6593 -1.7840  0.1807
15 H -0.1658 -1.4594 1.3173  0.4747

Record 2
The following is a DFT calculation (ωB97M-V with the def2-TZVPD basis set) of an isolated molecule of C5H10O.

Each line ends with the Mulliken charge.
Atoms and positions in Å:
1 C 1.9557 0.0955 0.4703  -1.3136
2 C 0.6619 0.6038 -0.1439  0.2906
3 C -0.1064 -0.4439 -0.9777  -0.7080
4 C -1.5643 -0.1690 -0.5918  -0.5106
5 C -1.3230 0.0856 0.8931  -0.4101
6 O -0.2362 0.9941 0.9077  -0.4135
7 H 2.4370 0.8886 1.0508  0.3271
8 H 2.6574 -0.2493 -0.2977  0.3467
9 H 1.7404 -0.7381 1.1483  0.3004
10 H 0.8683 1.4957 -0.7528  0.2759
11 H 0.1158 -0.3876 -2.0469  0.3664
12 H 0.1604 -1.4512 -0.6325  0.2869
13 H -2.2368 -1.0122 -0.7626  0.3291
14 H -1.9530 0.7061 -1.1314  0.2743
15 H -1.0492 -0.8850 1.3451  0.2353
16 H -2.1280 0.4667 1.5220  0.3231

Record 3
The following is a DFT calculation (ωB97M-V with the def2-TZVPD basis set) of a structure of composition C12H19N9O4S2Sr.

Each line ends with the Mulliken charge.
Atoms and positions in Å:
1 Sr 0.2834 -0.1191 0.0143  1.5109
2 N 3.5070 0.2991 1.4903  -0.1920
3 C 3.7919 0.6549 0.2370  0.2230
4 N 5.0607 0.9396 -0.0734  -0.6986
5 C 5.2479 1.3887 -1.3080  0.4757
6 N 6.5132 1.6193 -1.7026  -0.3366
7 N 4.2768 1.6541 -2.2051  -0.6374
8 C 3.0697 1.2949 -1.8086  -0.1826
9 N 2.7718 0.7163 -0.6545  0.1741
10 C 1.9330 1.6232 -2.7278  0.4166
11 C 2.1573 2.4239 -3.8398  -0.6148
12 C 1.0810 2.7764 -4.6352  -0.4265
13 C -0.1815 2.3225 -4.2936  -0.7505
14 C -0.3094 1.5305 -3.1642  -0.2301
15 N 0.7163 1.1868 -2.3914  0.1790
16 H 4.2702 0.3323 2.1445  0.2671
17 H 2.5548 0.3864 1.8681  0.1040
18 H 7.2532 1.5376 -1.0300  0.2519
19 H 6.6728 2.0653 -2.5864  0.2440
20 H 3.1621 2.7571 -4.0506  0.4878
21 H 1.2251 3.4052 -5.5036  0.4177
22 H -1.0537 2.5799 -4.8775  0.3939
23 H -1.2852 1.1660 -2.8611  0.4624
24 O -0.5280 1.9897 3.5546  -0.7358
25 S -0.2348 1.3373 2.3083  1.1852
26 O 0.3052 2.1876 1.2207  -0.6475
27 O 0.8293 0.2368 2.4773  -0.9275
28 O -1.4078 0.6041 1.7193  -0.6482
29 S -0.3353 -3.0630 1.0768  -0.5739
30 C -1.2593 -2.6114 2.4527  0.3836
31 N -2.4910 -3.1258 2.6009  -0.1924
32 C -3.4563 -2.6485 3.5849  -0.6687
33 C -3.0701 -1.2462 4.0223  -0.5080
34 C -1.6130 -1.2498 4.4484  -0.6573
35 N -0.7853 -1.8022 3.3795  -0.0256
36 H -2.7946 -3.7248 1.8538  0.2096
37 H -3.4823 -3.3260 4.4443  0.2794
38 H -4.4435 -2.6587 3.1214  0.3896
39 H -3.7039 -0.9260 4.8490  0.4149
40 H -3.1837 -0.5429 3.1960  0.2208
41 H -1.4764 -1.8409 5.3593  0.3862
42 H -1.2614 -0.2355 4.6342  0.2662
43 H 0.0249 -1.2308 3.1127  0.2713
44 N -0.1605 -1.9170 -2.0665  -0.6063
45 H 0.6099 -2.0803 -2.7062  0.2007
46 H -0.9796 -1.7685 -2.6474  0.2139
47 H -0.3302 -2.7779 -1.5519  0.2313

Record 4
The following is a DFT calculation (ωB97M-V with the def2-TZVPD basis set) of a cluster of 2 separate species, C2H6N5O3 in total at a distorted geometry.

Each line ends with the Mulliken charge.
Atoms and positions in Å:
1 C 0.3032 0.4713 1.1919  0.6224
2 C 1.8087 0.9028 -0.5404  -0.8760
3 N 1.1230 -1.3928 0.0630  0.1329
4 N 0.0843 1.0547 2.1820  -0.2154
5 N -1.5695 -0.4806 0.6863  -0.6320
6 N -2.0341 -0.6694 -0.4937  1.0645
7 N 1.0226 0.0444 0.2338  0.1954
8 O 1.6249 -1.6449 -0.9822  -0.2897
9 O -1.2373 -0.2147 -1.4503  -0.4175
10 O -3.0042 -1.2266 -0.8779  -0.6081
11 H 2.1616 0.5542 -1.5102  0.3053
12 H 2.7709 1.0616 -0.1173  0.3923
13 H 1.1644 1.7415 -0.5594  0.3325
14 H -1.4385 -0.6284 -2.3642  0.4169
15 H -0.5250 1.0379 2.9742  0.3143
16 H -2.2549 -0.6109 1.5645  0.2622

Its total charge is +1.

Ordered orbital gap results: 9.9 10.7 7.9 10.0; unit eV.
Ordered relative energy (zero: lowest compared OMol25 entry of this formula, charge and spin) results: 4.141 0.428 0.420 3.259; unit eV.